Entry from OMol25: the ion CH4N3 with charge +1 in a non-equilibrium geometry (wB97M-V/def2-TZVPD).

```
8
Properties=species:S:1:pos:R:3
C -0.30055 0.06472 0.02474
N 1.06179 -0.89153 -0.47865
N 0.14306 -1.06197 0.50721
N -0.79583 1.15744 -0.29467
H 1.95225 -0.52619 -0.18401
H -0.03119 -1.82455 1.17978
H -0.57521 1.46160 -1.21687
H -1.45434 1.62049 0.46246
```

Summary:
E_HOMO (spin up / spin down), eV: -11.6 / -16.3
Multiplicity: 3
Gap between HOMO and LUMO (spin up / spin down), eV: 7.922 / 8.594
Net charge: +1
Molar mass, g/mol: 58.06
Energy above the lowest of the compared OMol25 structures with the same formula, charge and spin, kcal/mol: 86.0
Expectation value of S²: 2.01